(1)
{
  "formula": "C28H35N4OPS2Te4Ti",
  "method": "ωB97M-V with the def2-TZVPD basis set",
  "gap_ev": [5.35, 5.29],
  "multiplicity": 1,
  "relative_energy_ev": 0.000,
  "total_charge": 0,
  "homo_energy_ev": [-6.077, -6.054],
  "elements": ["Te", "Te", "Te", "Te", "Ti", "S", "S", "P", "O", "N", "N", "N", "N", "C", "C", "C", "C", "C", "C", "C", "C", "C", "C", "C", "C", "C", "C", "C", "C", "C", "C", "C", "C", "C", "C", "C", "C", "C", "C", "C", "C", "H", "H", "H", "H", "H", "H", "H", "H", "H", "H", "H", "H", "H", "H", "H", "H", "H", "H", "H", "H", "H", "H", "H", "H", "H", "H", "H", "H", "H", "H", "H", "H", "H", "H", "H"],
  "xyz": [[-1.80, -1.91, -2.43], [-5.93, -1.58, -2.65], [-4.06, -3.31, -1.78], [-5.25, 0.59, -1.19], [-2.61, 0.19, -0.92], [0.68, 1.83, 0.19], [-4.85, 3.66, 5.17], [1.99, -1.02, -0.52], [-0.48, 1.10, -0.46], [-2.95, 2.06, -0.36], [-4.49, 4.25, 3.72], [-4.51, 2.10, 4.92], [-2.92, -0.27, 0.95], [0.82, -1.07, -4.42], [4.83, -1.34, -1.21], [1.94, -3.17, -4.10], [-4.10, 2.00, 3.68], [0.88, -3.48, 0.15], [-2.97, -1.48, 1.59], [-3.70, 0.75, 3.02], [-3.18, 4.43, -0.47], [-3.38, -1.61, 2.88], [1.74, -1.63, -2.23], [-3.30, 0.85, 1.66], [3.69, 0.80, -1.71], [-3.65, 3.32, 1.59], [0.66, 3.44, -0.60], [1.26, -2.29, -4.92], [0.06, 2.38, 1.78], [-3.57, 4.48, 0.89], [3.77, -0.35, -0.70], [-2.90, 3.24, -1.05], [1.04, -0.76, -3.08], [1.97, -2.52, 0.63], [1.50, -1.92, 1.97], [2.19, -2.84, -2.77], [3.27, -3.29, 0.87], [-3.75, -0.47, 3.62], [-4.08, 3.24, 2.99], [-3.30, 2.09, 0.97], [4.20, 0.22, 0.66], [0.82, 3.27, -1.67], [0.01, 1.51, 2.43], [0.78, 3.10, 2.18], [3.49, 0.97, 1.01], [0.53, -1.43, 1.85], [-2.66, 3.16, -2.09], [-0.05, -2.95, -0.07], [-4.07, -0.54, 4.65], [2.29, -4.12, -4.49], [1.06, -2.55, -5.96], [-0.29, 3.93, -0.43], [-2.68, -2.34, 1.01], [5.09, -2.09, -0.47], [4.50, -1.85, -2.12], [4.67, 1.27, -1.80], [-3.12, 5.33, -1.07], [-3.41, -2.60, 3.32], [2.75, -3.53, -2.15], [-0.92, 2.83, 1.66], [4.05, -2.67, 1.30], [-3.83, 5.41, 1.37], [1.17, -4.02, -0.76], [3.07, -4.11, 1.58], [5.75, -0.79, -1.46], [0.69, -4.22, 0.93], [4.26, -0.56, 1.42], [2.21, -1.18, 2.35], [0.28, -0.38, -5.05], [1.39, -2.71, 2.72], [5.19, 0.68, 0.57], [3.40, 0.44, -2.70], [0.68, 0.18, -2.68], [3.65, -3.75, -0.05], [1.49, 4.03, -0.20], [2.97, 1.56, -1.40]]
}

=====

(2)
{
  "formula": "C17H20N3",
  "method": "ωB97M-V with the def2-TZVPD basis set",
  "gap_ev": 6.77,
  "multiplicity": 1,
  "relative_energy_ev": 3.384,
  "total_charge": 1,
  "homo_energy_ev": -10.537,
  "elements": ["N", "N", "N", "C", "C", "C", "C", "C", "C", "C", "C", "C", "C", "C", "C", "C", "C", "C", "C", "C", "H", "H", "H", "H", "H", "H", "H", "H", "H", "H", "H", "H", "H", "H", "H", "H", "H", "H", "H", "H"],
  "xyz": [[2.77, 1.41, -3.30], [2.64, 0.44, 0.88], [-0.61, 0.76, -2.64], [-3.14, 1.60, -3.45], [3.04, 0.12, 2.25], [0.40, -0.49, 1.16], [0.04, 0.06, 2.40], [-0.84, 2.09, -2.89], [0.70, 0.29, -2.29], [3.66, 1.04, 0.02], [-0.34, -1.62, 0.69], [1.46, 0.12, 0.38], [-2.50, -2.43, 3.71], [-1.54, -1.74, 2.79], [-0.89, -0.56, 3.21], [-2.87, 0.24, -3.24], [-1.62, -0.16, -2.80], [1.77, 0.99, -2.88], [-1.28, -2.23, 1.50], [-2.10, 2.52, -3.28], [-1.09, -0.14, 4.20], [-1.81, -3.12, 1.16], [3.92, 0.36, -0.79], [-2.26, 3.59, -3.43], [-3.64, -0.53, -3.37], [0.53, 0.98, 2.72], [1.28, 0.22, -0.71], [4.55, 1.20, 0.63], [2.63, 0.82, 2.99], [-1.32, -1.19, -2.62], [0.01, 2.76, -2.81], [-2.02, -2.73, 4.65], [4.14, 0.20, 2.26], [-2.91, -3.32, 3.23], [0.73, -0.79, -2.37], [3.35, 1.99, -0.42], [-4.15, 1.93, -3.73], [2.75, -0.90, 2.50], [-0.10, -2.03, -0.30], [-3.33, -1.76, 3.98]]
}

=====

(3)
{
  "formula": "C15H29NO8S",
  "method": "ωB97M-V with the def2-TZVPD basis set",
  "gap_ev": 7.92,
  "multiplicity": 1,
  "relative_energy_ev": 0.000,
  "total_charge": 0,
  "homo_energy_ev": -8.870,
  "elements": ["S", "O", "O", "O", "O", "O", "O", "O", "O", "N", "C", "C", "C", "C", "C", "C", "C", "C", "C", "C", "C", "C", "C", "C", "C", "H", "H", "H", "H", "H", "H", "H", "H", "H", "H", "H", "H", "H", "H", "H", "H", "H", "H", "H", "H", "H", "H", "H", "H", "H", "H", "H", "H", "H"],
  "xyz": [[-3.11, -2.78, 2.05], [-0.72, -0.59, 0.92], [-4.23, -1.97, 1.77], [-1.53, 1.16, -2.26], [-3.28, -3.88, 2.93], [-1.90, -1.85, 2.55], [4.41, 0.94, 1.74], [-2.42, -3.29, 0.70], [-0.93, 1.20, 2.12], [-0.13, 0.42, 1.84], [-1.49, -2.12, -1.60], [-1.57, 2.96, -0.58], [-3.03, 2.31, -3.85], [-0.54, -2.91, -0.73], [-0.88, 2.32, -1.78], [3.27, 2.85, 2.80], [4.56, 2.07, 2.58], [4.89, 2.12, -0.37], [-0.16, -4.16, 1.28], [-0.82, -1.79, 1.60], [3.97, 1.21, 0.42], [-2.87, 1.32, -2.70], [-0.60, -5.39, 1.65], [-1.02, -3.03, 0.73], [-2.21, -2.69, -2.55], [4.52, 2.24, -1.38], [0.12, 1.99, -1.50], [-2.73, 3.32, -3.56], [-0.99, 3.81, -0.23], [-2.57, 3.32, -0.82], [3.92, 0.24, -0.08], [-3.01, -2.11, -3.02], [-4.07, 2.34, -4.17], [0.89, -3.89, 1.40], [0.07, -1.92, 2.22], [0.48, -2.52, -0.76], [4.97, 3.11, 0.08], [-1.56, -1.06, -1.41], [-0.76, 3.05, -2.59], [2.50, 2.20, 3.20], [-2.07, -3.70, -2.90], [2.95, 1.61, 0.43], [5.35, 2.72, 2.21], [5.90, 1.70, -0.41], [-0.51, -3.93, -1.12], [-3.19, 0.33, -3.03], [4.91, 1.68, 3.54], [3.44, 3.68, 3.49], [-0.17, -6.27, 1.18], [-1.34, -5.53, 2.43], [-2.41, 2.01, -4.70], [-3.52, 1.60, -1.86], [2.90, 3.27, 1.86], [-1.66, 2.24, 0.22]]
}

=====

(4)
{
  "formula": "C2H3ClOS",
  "method": "ωB97M-V with the def2-TZVPD basis set",
  "gap_ev": 9.42,
  "multiplicity": 1,
  "relative_energy_ev": 1.291,
  "total_charge": 0,
  "homo_energy_ev": -9.320,
  "elements": ["Cl", "S", "O", "C", "C", "H", "H", "H"],
  "xyz": [[0.09, 3.22, 0.57], [-0.39, 2.18, -1.09], [0.79, -0.08, 1.57], [0.38, -0.81, 0.76], [-0.09, -1.58, -0.15], [-1.14, -1.77, -0.25], [0.58, -2.12, -0.80], [-0.22, 0.95, -0.61]]
}

=====

(5)
{
  "formula": "C3H5NO",
  "method": "ωB97M-V with the def2-TZVPD basis set",
  "gap_ev": 11.27,
  "multiplicity": 1,
  "relative_energy_ev": 1.679,
  "total_charge": 0,
  "homo_energy_ev": -10.461,
  "elements": ["O", "N", "C", "C", "C", "H", "H", "H", "H", "H"],
  "xyz": [[0.77, -1.07, 1.10], [0.87, -0.56, -2.20], [-0.38, -0.29, 0.94], [-0.13, 0.82, -0.40], [0.65, 0.22, -1.40], [-1.09, 1.07, -0.76], [0.31, 1.70, 0.05], [-1.42, -0.67, 0.70], [0.79, -1.59, 0.28], [-0.38, 0.36, 1.69]]
}

=====

(6)
{
  "formula": "C4H11ClNOP",
  "method": "ωB97M-V with the def2-TZVPD basis set",
  "gap_ev": 9.87,
  "multiplicity": 1,
  "relative_energy_ev": 0.519,
  "total_charge": 0,
  "homo_energy_ev": -9.161,
  "elements": ["Cl", "P", "O", "N", "C", "C", "C", "C", "H", "H", "H", "H", "H", "H", "H", "H", "H", "H", "H"],
  "xyz": [[3.06, -0.08, -0.66], [1.34, 0.31, 0.40], [1.73, 0.64, 1.75], [0.50, -1.10, 0.19], [0.20, -1.89, -1.05], [0.10, -1.85, 1.38], [0.28, 1.49, -0.49], [-0.01, 2.67, 0.40], [0.58, 2.92, 1.30], [-1.01, -1.83, 1.49], [0.75, -1.48, 2.21], [0.95, -1.53, -1.82], [-0.60, 0.87, -0.91], [-0.80, -1.89, -1.14], [0.22, -2.93, 1.11], [0.39, -2.95, -0.90], [-1.06, 2.50, 0.83], [0.89, 1.81, -1.32], [-0.18, 3.61, -0.15]]
}

=====

Copy entry 2 word for word.
{
  "formula": "C17H20N3",
  "method": "ωB97M-V with the def2-TZVPD basis set",
  "gap_ev": 6.77,
  "multiplicity": 1,
  "relative_energy_ev": 3.384,
  "total_charge": 1,
  "homo_energy_ev": -10.537,
  "elements": ["N", "N", "N", "C", "C", "C", "C", "C", "C", "C", "C", "C", "C", "C", "C", "C", "C", "C", "C", "C", "H", "H", "H", "H", "H", "H", "H", "H", "H", "H", "H", "H", "H", "H", "H", "H", "H", "H", "H", "H"],
  "xyz": [[2.77, 1.41, -3.30], [2.64, 0.44, 0.88], [-0.61, 0.76, -2.64], [-3.14, 1.60, -3.45], [3.04, 0.12, 2.25], [0.40, -0.49, 1.16], [0.04, 0.06, 2.40], [-0.84, 2.09, -2.89], [0.70, 0.29, -2.29], [3.66, 1.04, 0.02], [-0.34, -1.62, 0.69], [1.46, 0.12, 0.38], [-2.50, -2.43, 3.71], [-1.54, -1.74, 2.79], [-0.89, -0.56, 3.21], [-2.87, 0.24, -3.24], [-1.62, -0.16, -2.80], [1.77, 0.99, -2.88], [-1.28, -2.23, 1.50], [-2.10, 2.52, -3.28], [-1.09, -0.14, 4.20], [-1.81, -3.12, 1.16], [3.92, 0.36, -0.79], [-2.26, 3.59, -3.43], [-3.64, -0.53, -3.37], [0.53, 0.98, 2.72], [1.28, 0.22, -0.71], [4.55, 1.20, 0.63], [2.63, 0.82, 2.99], [-1.32, -1.19, -2.62], [0.01, 2.76, -2.81], [-2.02, -2.73, 4.65], [4.14, 0.20, 2.26], [-2.91, -3.32, 3.23], [0.73, -0.79, -2.37], [3.35, 1.99, -0.42], [-4.15, 1.93, -3.73], [2.75, -0.90, 2.50], [-0.10, -2.03, -0.30], [-3.33, -1.76, 3.98]]
}

=====

Please write out number 4 again, unchanged.
{
  "formula": "C2H3ClOS",
  "method": "ωB97M-V with the def2-TZVPD basis set",
  "gap_ev": 9.42,
  "multiplicity": 1,
  "relative_energy_ev": 1.291,
  "total_charge": 0,
  "homo_energy_ev": -9.320,
  "elements": ["Cl", "S", "O", "C", "C", "H", "H", "H"],
  "xyz": [[0.09, 3.22, 0.57], [-0.39, 2.18, -1.09], [0.79, -0.08, 1.57], [0.38, -0.81, 0.76], [-0.09, -1.58, -0.15], [-1.14, -1.77, -0.25], [0.58, -2.12, -0.80], [-0.22, 0.95, -0.61]]
}